10
Properties=species:S:1:pos:R:3:forces:R:3 method="wB97M-V/def2-TZVPD" homo_lumo_gap_ev=10.383 relative_energy_kcal_mol=82.3 e_tot_ha=-359.339228
O -2.1002 0.9616 -0.8430 0.4 -0.4 1.1
C -1.5666 0.0842 -0.2435 -0.3 0.6 0.6
C 0.2840 -0.0639 -1.0578 0.3 -0.6 -1.5
N 0.1242 -0.7803 -1.9556 0.6 0.7 0.2
O 1.9341 -1.1859 0.5430 -0.5 0.4 0.5
C 1.3429 -0.2491 1.0094 -0.1 -0.5 -0.1
C 0.0886 0.3929 0.2955 -0.3 -0.1 -0.4
H -1.9685 -0.9339 -0.1496 0.4 0.0 0.3
H 1.8046 0.3211 1.8421 -0.6 0.0 0.0
H 0.0569 1.4533 0.5595 0.1 -0.1 -0.7